8
Properties=species:S:1:pos:R:3 method="wB97M-V/def2-TZVPD" e_above_lowest_kcal_mol=42.66 gap_ev=9.054 e_lumo_ev=0.25 smiles="CC=C=O"
H 0.045 1.742 -0.392
C -0.916 -0.308 -0.015
C 1.274 0.034 0.123
C 0.140 0.716 -0.074
H 0.027 -1.183 0.247
H -1.199 -0.766 -0.960
O 2.395 -0.163 0.441
H -1.766 -0.072 0.630



9
Properties=species:S:1:pos:R:3 method="wB97M-V/def2-TZVPD" e_above_lowest_kcal_mol=16.13 gap_ev=9.446 e_lumo_ev=-0.52 smiles="CC(=O)C=O"
C -0.772 -0.190 -0.875
O 1.531 -0.770 -0.532
O -0.327 0.841 1.881
H -0.853 -1.103 -1.469
C 0.525 -0.237 -0.118
H -0.747 0.657 -1.572
C 0.618 0.421 1.264
H -1.635 -0.066 -0.218
H 1.660 0.447 1.640



9
Properties=species:S:1:pos:R:3 method="wB97M-V/def2-TZVPD" e_above_lowest_kcal_mol=34.83 gap_ev=11.102 e_lumo_ev=0.92 smiles="O=C1COC1"
H -0.892 -0.475 1.646
H 0.891 -0.310 1.686
C -0.040 0.642 -0.870
H 0.837 1.018 -1.413
H -0.946 0.853 -1.451
O 0.191 -1.878 -0.808
C 0.080 -0.784 -0.338
O -0.114 1.121 0.482
C -0.006 -0.187 1.066



9
Properties=species:S:1:pos:R:3 method="wB97M-V/def2-TZVPD" e_above_lowest_kcal_mol=65.76 gap_ev=10.835 e_lumo_ev=0.58 smiles="O=CO.C#C"
H 0.794 -0.193 -1.468
O 1.792 0.668 -0.044
C -0.329 -0.813 1.575
C 0.849 0.680 -0.703
C -0.910 -1.057 0.564
O -0.176 1.467 -0.706
H -0.756 1.320 -1.467
H 0.098 -0.624 2.516
H -1.363 -1.448 -0.266



9
Properties=species:S:1:pos:R:3 method="wB97M-V/def2-TZVPD" e_above_lowest_kcal_mol=120.06 gap_ev=9.128 e_lumo_ev=0.41
H 1.293 0.110 1.446
C 0.425 -0.467 -0.003
O 0.401 0.746 -0.858
H 1.479 -1.366 -1.311
O 1.006 -1.569 -0.513
C -0.786 1.064 -0.225
H -1.555 -0.479 1.225
C -0.854 -0.056 0.483
H -1.409 2.019 -0.244



9
Properties=species:S:1:pos:R:3 method="wB97M-V/def2-TZVPD" e_above_lowest_kcal_mol=100.09 gap_ev=7.370 e_lumo_ev=-0.67 smiles="C=C=O.C=O"
C -1.127 0.180 0.242
H 1.448 1.572 0.321
H -0.430 -1.461 1.388
H -0.874 -1.820 -0.412
O -1.980 0.984 0.290
C 1.164 0.833 -0.453
C -0.641 -1.102 0.378
H 1.010 1.213 -1.482
O 1.431 -0.399 -0.273



9
Properties=species:S:1:pos:R:3 method="wB97M-V/def2-TZVPD" e_above_lowest_kcal_mol=72.22 gap_ev=9.025 e_lumo_ev=0.35 smiles="C=C=O.C=O"
O -0.081 0.869 0.345
H -0.456 -1.761 0.617
H 0.228 2.821 -0.365
C -0.442 1.831 -0.194
H -1.440 2.014 -0.613
C -1.478 -1.357 0.327
C -1.776 -0.132 0.012
O -2.581 0.622 -0.438
H -2.379 -1.971 0.427



10
Properties=species:S:1:pos:R:3 method="wB97M-V/def2-TZVPD" e_above_lowest_kcal_mol=1.00 total_charge=-2 gap_ev=5.469 e_lumo_ev=6.27 smiles="O=C([O-])CC[S-]"
O -1.275 -1.633 -0.406
C 0.010 0.208 0.511
C -1.244 -0.730 0.459
H -0.394 1.196 0.765
H 0.567 -0.115 1.396
O -2.162 -0.446 1.283
H 1.197 -0.708 -1.001
C 0.851 0.296 -0.762
S 2.313 1.399 -0.676
H 0.137 0.533 -1.570